[1]
DFT (ωB97M-V with the def2-TZVPD basis set) results for an isolated ion of composition C2H3N2O and charge +1.

```
8
Properties=species:S:1:pos:R:3:forces:R:3
N 1.989426 0.701572 0.069783 0.2 1.6 -0.3
C 0.898910 1.035321 -0.106616 -0.5 -0.1 0.6
C -0.500946 0.544230 -0.054508 0.2 1.6 1.9
N -0.221249 -0.922363 0.097508 1.3 -0.7 -1.2
O 0.874448 -1.302738 -0.121344 -1.6 -1.5 0.7
H -1.079560 0.953429 0.933754 1.1 -1.1 -2.6
H -1.017753 0.645288 -1.032693 -0.2 0.1 0.7
H -0.943278 -1.654741 0.214116 -0.4 0.1 0.3
```
Positions in Å, forces in eV/Å.

Summary:
Kohn-Sham gap, eV: 8.74
Electronic energy, Eh: -262.290204
E_HOMO, eV: -17.37
E_LUMO, eV: -8.63
Net charge: +1
Energy relative to the best compared isomer or geometry (same formula, charge and spin), kJ/mol: 492.3
SMILES: N#CC[NH+]=O

[2]
DFT (ωB97M-V with the def2-TZVPD basis set) results for C2H3N2O as an isolated structure.

```
8
Properties=species:S:1:pos:R:3:forces:R:3
C -0.764289 1.798558 0.923457 -0.5 -2.8 -0.4
C -1.412029 0.003906 -0.625150 0.5 -1.8 -2.2
N -1.440211 -0.830698 -1.410117 -0.5 -0.4 -0.2
N -1.194163 0.921389 0.134898 0.9 4.7 3.6
O -0.366896 2.414088 1.792666 -0.3 0.4 -0.9
H 3.018854 -1.482490 0.531369 1.8 0.4 0.6
H -1.606352 -1.523207 -2.118798 -0.1 -0.1 0.0
H 3.765087 -1.301546 0.771675 -1.8 -0.4 -0.6
```
Positions in Å, forces in eV/Å.

Summary:
Kohn-Sham gap, eV: 11.21
Electronic energy, Eh: -262.388578
E_HOMO, eV: -16.80
E_LUMO, eV: -5.59
Net charge: +1
Energy relative to the best compared isomer or geometry (same formula, charge and spin), kJ/mol: 234.0

[3]
DFT (ωB97M-V with the def2-TZVPD basis set) results for a 2-piece molecular cluster, C2H3N2O2 overall.

```
9
Properties=species:S:1:pos:R:3:forces:R:3
C -2.648733 -1.977372 -0.596905 -1.0 0.0 -0.2
C 0.851626 0.602149 -0.066644 2.5 0.1 -0.3
N 0.242541 -0.749082 -0.066442 -1.1 -0.7 -0.5
N 0.085206 0.112491 1.110497 1.4 -0.8 2.2
O -3.114879 -1.887574 0.431007 -0.5 0.3 3.5
O -2.442724 -2.101928 -1.703915 1.5 -0.4 -3.3
H 2.097684 0.377703 0.066909 -2.6 0.3 0.0
H -0.685758 -0.693584 -0.564011 1.3 0.3 0.6
H 0.740373 -0.324730 1.885595 -1.4 0.8 -2.0
```
Positions in Å, forces in eV/Å.

Summary:
Kohn-Sham gap, eV: 4.61
Electronic energy, Eh: -337.886120
E_HOMO, eV: -1.36
E_LUMO, eV: 3.25
Net charge: -1
Energy relative to the best compared isomer or geometry (same formula, charge and spin), kJ/mol: 323.6

[4]
DFT (ωB97M-V with the def2-TZVPD basis set) results for an isolated ion of composition C2H3N2O2 and charge -1.

```
9
Properties=species:S:1:pos:R:3:forces:R:3
O -2.698839 0.522303 0.386442 4.3 0.1 -2.8
N -1.681134 0.716498 -0.387874 -3.4 0.1 2.2
C -0.616809 -0.261788 -0.363369 1.6 -1.2 -0.5
C 0.691952 0.180988 0.304503 -2.2 0.0 2.5
N 1.734699 0.161238 -0.427804 1.7 -0.1 0.6
O 2.846976 0.196846 0.257246 0.2 0.2 -0.8
H -0.155585 -0.496813 -1.418674 -1.6 0.7 1.6
H -0.896874 -1.181902 0.162760 -0.6 0.0 -0.3
H 0.775612 0.162628 1.486768 -0.2 0.2 -2.4
```
Positions in Å, forces in eV/Å.

Summary:
Kohn-Sham gap (alpha / beta), eV: 6.20 / 6.20
Electronic energy, Eh: -337.853765
E_HOMO (alpha / beta), eV: -2.92 / -2.92
E_LUMO (alpha / beta), eV: 3.28 / 3.28
Net charge: -1
Energy relative to the best compared isomer or geometry (same formula, charge and spin), kJ/mol: 408.6
SMILES: O=NC/C=N/[O-]

[5]
DFT (ωB97M-V with the def2-TZVPD basis set) results for a 2-piece molecular cluster, C2H3N2O2 overall.

```
9
Properties=species:S:1:pos:R:3:forces:R:3
C 0.054759 -1.573796 1.500019 0.0 0.8 -0.6
C -0.161079 -0.392825 0.482530 -4.5 -0.2 -0.1
N 0.569059 -0.276300 -0.720201 -0.2 -0.3 -0.8
N 0.672126 0.725527 0.346526 0.9 0.8 0.7
O -0.892521 -1.889670 2.204079 -0.7 -0.2 0.5
O 1.201740 -2.025124 1.401344 0.9 -0.4 -0.1
H -1.889120 -0.168971 0.369704 3.9 -0.3 0.1
H 1.385342 -0.898412 -0.639026 -0.2 0.3 0.3
H 0.189879 1.574690 0.053037 -0.2 -0.5 -0.1
```
Positions in Å, forces in eV/Å.

Summary:
Kohn-Sham gap, eV: 8.82
Electronic energy, Eh: -337.919470
E_HOMO, eV: -4.30
E_LUMO, eV: 4.53
Net charge: -1
Energy relative to the best compared isomer or geometry (same formula, charge and spin), kJ/mol: 236.1

[6]
DFT (ωB97M-V with the def2-TZVPD basis set) results for C2H3N2O2 as an isolated structure.

```
9
Properties=species:S:1:pos:R:3:forces:R:3
C -0.553247 -0.848270 0.412631 1.2 2.7 -0.4
C 0.287430 -0.015677 -0.582940 1.1 -2.7 -0.6
N -1.037203 -0.162157 1.294524 -1.3 -0.3 2.4
N 0.551129 1.253411 -0.191360 5.8 5.1 -4.0
O -1.465721 0.462061 2.149427 0.3 -0.1 -0.9
O 1.793218 1.883456 -1.292383 -5.8 -3.2 5.1
H -0.440440 -1.876229 0.371994 -0.5 -2.1 0.3
H 1.210483 -0.635177 -0.723415 -0.5 0.5 -0.3
H -0.345650 -0.061419 -1.438477 -0.3 0.1 -1.5
```
Positions in Å, forces in eV/Å.

Summary:
Kohn-Sham gap (alpha / beta), eV: 7.39 / 7.35
Electronic energy, Eh: -337.292849
E_HOMO (alpha / beta), eV: -15.68 / -15.66
E_LUMO (alpha / beta), eV: -8.29 / -8.31
Net charge: +1
Energy relative to the best compared isomer or geometry (same formula, charge and spin), kJ/mol: 1169.2

[7]
DFT (ωB97M-V with the def2-TZVPD basis set) results for C2H3N2O5S as an isolated structure.

```
13
Properties=species:S:1:pos:R:3:forces:R:3
C -1.226198 -1.036456 -0.292400 2.5 -0.1 1.4
C 2.288271 1.252235 0.427140 0.6 -0.3 0.4
N 2.039415 0.126876 0.640902 0.3 -1.5 0.2
N -0.869853 1.009511 -1.041263 -1.1 0.5 -0.6
O -2.433179 -0.491378 -0.027114 -1.8 -0.5 -0.4
O -0.365482 -0.848757 0.734749 -1.2 -1.0 -0.1
O 2.770681 2.295822 0.298954 0.5 2.5 -0.6
O -2.931876 1.985084 0.339038 -1.2 0.4 0.1
O -0.715573 -0.331470 -1.437854 1.1 2.0 -0.9
S -1.832803 1.030132 0.521266 1.5 1.6 0.9
H -1.283238 -1.993857 -0.732297 -0.3 -1.7 0.0
H 1.184933 -0.421380 0.677484 -1.3 -0.5 -0.1
H -0.046529 1.583102 -0.773934 0.3 -1.3 -0.3
```
Positions in Å, forces in eV/Å.

Summary:
Multiplicity: 3
Kohn-Sham gap (alpha / beta), eV: 5.04 / 6.25
Electronic energy, Eh: -961.740669
E_HOMO (alpha / beta), eV: -1.40 / -5.10
E_LUMO (alpha / beta), eV: 3.64 / 1.15
Net charge: -1
⟨S²⟩: 2.012

[8]
DFT (ωB97M-V with the def2-TZVPD basis set) results for an isolated ion of composition C2H3N2S2 and charge +1.

```
9
Properties=species:S:1:pos:R:3:forces:R:3
C 0.909616 -1.016832 -0.027977 -0.4 1.5 0.5
C 3.021972 0.506510 -0.289080 1.0 -1.1 1.0
N 1.848499 0.164767 -0.638708 -0.6 1.2 -0.1
N -0.208107 -0.463378 0.531469 -0.4 -0.6 -1.1
S 4.442381 0.713187 0.237977 -1.2 0.0 -0.6
S 1.374908 -2.519940 -0.080248 0.4 -0.3 -0.2
H 1.428434 0.917014 -1.217166 -0.3 -0.8 0.2
H -0.466097 0.566572 0.422495 0.3 -2.3 0.3
H -0.927483 -1.262583 0.654997 1.2 2.4 0.0
```
Positions in Å, forces in eV/Å.

Summary:
Kohn-Sham gap, eV: 7.85
Electronic energy, Eh: -983.572365
E_HOMO, eV: -13.92
E_LUMO, eV: -6.07
Net charge: +1
Energy relative to the best compared isomer or geometry (same formula, charge and spin), kJ/mol: 133.4

[9]
DFT (ωB97M-V with the def2-TZVPD basis set) results for one molecule with the formula C2H3N3.

```
8
Properties=species:S:1:pos:R:3:forces:R:3
C -0.687822 0.128817 1.182223 0.6 1.1 -1.2
N -0.265857 -0.536479 -0.009959 -0.6 -3.1 0.2
N 0.297790 0.189979 -0.779100 1.6 2.5 -0.8
C 1.075955 -0.258340 -1.791759 0.5 -0.2 -2.4
N 1.740071 -0.295257 -2.752514 -0.9 -0.2 1.7
H -1.709738 -0.125819 1.368560 -0.4 -0.3 0.7
H -0.536973 1.201300 0.959882 -0.2 -0.2 0.9
H 0.086574 -0.304200 1.822667 -0.7 0.4 0.9
```
Positions in Å, forces in eV/Å.

Summary:
Kohn-Sham gap, eV: 9.50
Electronic energy, Eh: -242.177246
E_HOMO, eV: -10.03
E_LUMO, eV: -0.53
Energy relative to the best compared isomer or geometry (same formula, charge and spin), kJ/mol: 250.6
SMILES: C/N=N/C#N

[10]
DFT (ωB97M-V with the def2-TZVPD basis set) results for one molecule with the formula C2H3N3.

```
8
Properties=species:S:1:pos:R:3:forces:R:3
C -0.486664 -0.713070 0.050017 0.8 0.9 -1.1
C -0.484854 0.721076 -0.042713 2.0 -3.1 1.0
N 0.771717 1.127905 0.022055 0.3 0.1 -0.4
N 1.470397 0.015851 0.001521 -0.2 -2.0 -0.2
N 0.756030 -1.128527 -0.033615 0.8 1.2 1.0
H -1.169960 -1.514826 0.084943 -1.3 -0.1 -0.1
H -1.254106 1.373098 -0.093348 -2.2 1.9 0.0
H 2.462830 -0.147057 0.116280 -0.1 1.0 -0.1
```
Positions in Å, forces in eV/Å.

Summary:
Kohn-Sham gap, eV: 11.36
Electronic energy, Eh: -242.237262
E_HOMO, eV: -10.13
E_LUMO, eV: 1.23
Energy relative to the best compared isomer or geometry (same formula, charge and spin), kJ/mol: 93.0
SMILES: c1cn[nH]n1

[11]
DFT (ωB97M-V with the def2-TZVPD basis set) results for one molecule with the formula C2H3N3O.

```
9
Properties=species:S:1:pos:R:3:forces:R:3
N 1.483048 -0.335010 -0.392962 0.1 0.1 0.0
C 0.222888 -0.024072 0.086438 -0.1 0.1 0.4
C -1.069673 -0.062991 -0.526952 -0.1 0.0 0.1
N -1.962679 0.161516 0.391583 0.2 0.0 -0.3
O -1.288662 0.341298 1.541822 -0.2 0.1 0.1
N 0.053080 0.248550 1.351985 0.1 -0.2 -0.3
H 2.165901 -0.207549 0.345659 0.0 0.0 -0.2
H 1.776532 0.112267 -1.249974 -0.2 0.0 0.1
H -1.380435 -0.234009 -1.547599 0.2 0.0 0.1
```
Positions in Å, forces in eV/Å.

Summary:
Kohn-Sham gap, eV: 10.58
Electronic energy, Eh: -317.443020
E_HOMO, eV: -9.74
E_LUMO, eV: 0.84
Energy relative to the best compared isomer or geometry (same formula, charge and spin), kJ/mol: 234.5
SMILES: Nc1cnon1

[12]
DFT (ωB97M-V with the def2-TZVPD basis set) results for one molecule with the formula C2H3N3O.

```
9
Properties=species:S:1:pos:R:3:forces:R:3
N -0.574318 -1.383152 0.376421 1.0 -4.3 2.1
C -0.193510 -0.139492 0.038288 1.0 -0.9 3.7
C 0.326797 0.501934 -0.956625 -0.3 1.9 -7.3
N 0.611253 1.876581 -0.605084 -2.5 -3.7 1.3
N 0.202998 1.888791 0.572212 2.0 3.6 2.5
O -0.102703 0.652356 1.136349 -0.7 1.3 -1.9
H -0.366692 -1.598209 1.403423 -1.3 1.4 -1.3
H 0.083190 -2.141253 0.106033 -0.7 0.9 -1.3
H 0.012984 0.342445 -2.071017 1.5 -0.1 2.2
```
Positions in Å, forces in eV/Å.

Summary:
Kohn-Sham gap, eV: 10.09
Electronic energy, Eh: -317.403865
E_HOMO, eV: -9.57
E_LUMO, eV: 0.53
Energy relative to the best compared isomer or geometry (same formula, charge and spin), kJ/mol: 337.3
SMILES: Nc1cnno1